[1]
This record from the OMol25 dataset describes 7 unconnected molecules or ions with the total composition C42H89BN4O16PSi. The level of theory is wB97M-V/def2-TZVPD.

The geometry in ORCA input format:
```
! RIJCOSX wB97M-V def2-TZVPD def2/J DEFGRID3
* xyz 1 1
C -3.39 4.11 4.16
C -2.89 3.27 2.97
C -1.59 2.50 3.24
C -1.51 1.70 4.55
C -1.61 0.17 4.46
C -0.76 -0.49 3.36
C 0.68 0.04 3.25
C 1.78 -1.00 3.47
C 1.93 -2.08 2.37
N 1.47 -1.65 1.05
C 1.98 -0.78 0.18
N 3.08 -0.06 0.34
B 4.05 0.09 1.47
O 4.72 -1.00 1.98
O 4.29 1.33 1.93
C 3.27 2.34 2.11
C 3.93 3.71 2.19
N 1.20 -0.70 -0.92
C 0.22 -1.54 -0.73
C -0.86 -1.74 -1.71
C -1.64 -0.42 -1.95
O -3.00 -0.73 -2.15
Si -4.13 0.18 -1.30
C -5.80 -0.24 -1.96
C -3.75 2.00 -1.58
C -3.95 -0.28 0.52
N 0.33 -2.15 0.46
P -0.78 -3.37 1.01
O -0.66 -4.66 0.33
H -2.63 4.18 4.95
H -3.69 5.11 3.86
H -4.25 3.62 4.62
H -3.69 2.63 2.62
H -2.67 3.96 2.14
H -0.80 3.26 3.27
H -1.36 1.87 2.38
H -0.54 1.92 5.02
H -2.26 2.03 5.27
H -1.27 -0.23 5.43
H -2.65 -0.16 4.35
H -0.72 -1.56 3.58
H -1.27 -0.35 2.40
H 0.86 0.86 3.95
H 0.82 0.49 2.26
H 1.57 -1.55 4.40
H 2.75 -0.52 3.64
H 1.42 -3.00 2.63
H 2.99 -2.34 2.27
H 3.29 0.50 -0.48
H 5.61 -1.15 1.65
H 2.58 2.31 1.27
H 2.75 2.11 3.04
H 4.93 3.61 2.62
H 3.35 4.38 2.82
H 4.05 4.15 1.20
H -0.40 -2.09 -2.64
H -1.58 -2.50 -1.41
H -1.49 0.25 -1.09
H -1.24 0.08 -2.83
H -6.05 -1.29 -1.79
H -6.57 0.36 -1.46
H -5.84 -0.03 -3.03
H -3.13 2.17 -2.45
H -3.27 2.45 -0.70
H -4.70 2.53 -1.72
H -3.28 -1.14 0.61
H -4.92 -0.59 0.92
H -3.57 0.54 1.12
H -0.55 -3.49 2.38
H -2.02 -2.76 0.83
O 5.38 -7.17 -0.60
C 4.65 -6.48 -1.24
O 4.17 -5.35 -0.66
C 3.42 -4.37 -1.38
C 1.94 -4.69 -1.44
C 4.20 -6.85 -2.63
H 3.85 -4.19 -2.36
H 3.59 -3.45 -0.80
H 1.76 -5.60 -2.01
H 1.40 -3.88 -1.93
H 1.53 -4.86 -0.45
H 3.33 -7.51 -2.56
H 5.01 -7.41 -3.10
H 3.95 -6.01 -3.27
O 4.66 3.09 -1.74
C 5.81 2.76 -1.65
O 6.74 3.44 -2.32
C 8.15 3.25 -2.14
C 8.67 2.10 -2.98
C 6.19 1.53 -0.87
H 8.39 3.14 -1.08
H 8.59 4.19 -2.47
H 8.23 1.15 -2.68
H 9.75 2.02 -2.88
H 8.43 2.26 -4.03
H 6.08 0.67 -1.53
H 5.45 1.48 -0.07
H 7.19 1.52 -0.44
O 5.52 2.04 -5.08
C 5.24 3.07 -5.65
O 5.02 3.02 -6.98
C 4.53 4.14 -7.72
C 5.64 5.07 -8.16
C 5.19 4.39 -4.92
H 3.75 4.67 -7.16
H 4.04 3.70 -8.59
H 6.15 5.51 -7.31
H 5.24 5.87 -8.78
H 6.38 4.52 -8.74
H 6.20 4.80 -4.89
H 4.88 4.18 -3.90
H 4.53 5.13 -5.35
O -4.88 0.86 4.24
C -6.09 0.77 4.22
O -6.81 1.84 4.54
C -8.24 1.90 4.41
C -8.95 1.34 5.62
C -6.78 -0.54 3.90
H -8.56 1.42 3.48
H -8.47 2.96 4.31
H -8.74 0.28 5.76
H -10.02 1.47 5.50
H -8.63 1.87 6.51
H -6.86 -1.11 4.82
H -6.15 -1.09 3.20
H -7.77 -0.43 3.47
O -10.27 4.42 5.34
C -11.45 4.24 5.22
O -11.87 3.37 4.28
C -13.24 2.96 4.15
C -14.04 3.92 3.30
C -12.47 5.01 6.04
H -13.68 2.80 5.13
H -13.18 1.98 3.66
H -14.10 4.91 3.76
H -15.05 3.54 3.17
H -13.58 4.03 2.32
H -12.67 5.95 5.53
H -12.03 5.22 7.01
H -13.41 4.48 6.19
O 8.35 -7.76 -8.80
C 7.91 -7.91 -7.70
O 8.20 -6.98 -6.75
C 7.60 -6.97 -5.46
C 8.32 -7.88 -4.48
C 7.10 -9.13 -7.31
H 6.54 -7.21 -5.53
H 7.68 -5.94 -5.13
H 8.27 -8.92 -4.79
H 7.87 -7.80 -3.49
H 9.37 -7.59 -4.41
H 7.79 -9.93 -7.04
H 6.54 -9.45 -8.19
H 6.40 -8.97 -6.50
*
```

The HOMO-LUMO gap comes out at 0.3212 hartree. For the energy, the calculation gives -3732.2900 Ha.

Here are the Mulliken charges for atoms 1 to 99, given in e: -1.35 -0.07 -0.05 -0.82 -1.12 0.27 0.36 -1.38 -1.26 0.99 0.03 0.55 0.18 -0.70 -0.28 0.48 -1.47 -0.78 -0.23 -0.34 -0.61 -0.54 0.62 -1.14 -0.97 0.81 0.04 0.46 -0.70 0.33 0.36 0.25 -0.16 0.54 0.19 -0.19 0.51 0.57 0.30 0.39 0.31 -0.41 0.62 -0.18 0.60 0.37 0.90 0.20 0.06 0.29 0.21 0.15 0.34 0.42 0.27 0.39 0.54 0.35 0.22 0.31 0.34 0.30 0.32 0.23 0.38 -0.65 0.22 -0.29 0.09 -0.04 -0.57 0.64 -0.41 -0.09 -0.33 -0.73 0.34 -0.13 0.43 -0.13 0.21 0.28 0.19 0.31 -0.66 0.77 -0.32 -0.44 -0.89 -0.20 0.36 0.36 0.24 0.40 0.25 0.34 -0.66 0.49 -0.53

[2]
This record from the OMol25 dataset describes 10 unconnected molecules or ions with the total composition C42H90BN4O17. The level of theory is wB97M-V/def2-TZVPD.

The geometry in ORCA input format:
```
! RIJCOSX wB97M-V def2-TZVPD def2/J DEFGRID3
* xyz -1 1
O -16.87 -9.96 -23.33
C -17.76 -9.40 -22.75
O -18.43 -9.85 -21.72
B -19.32 -8.83 -21.17
O -19.18 -7.70 -22.14
C -18.30 -7.99 -23.08
O -18.05 -7.34 -24.05
O -18.92 -8.42 -19.81
C -19.99 -8.40 -19.05
O -20.14 -8.18 -17.89
C -21.19 -8.89 -19.90
O -20.75 -9.17 -21.12
O -22.29 -9.16 -19.52
C -20.67 -4.78 -18.37
O -22.09 -4.73 -18.25
H -20.08 -4.87 -17.46
H -20.39 -5.56 -19.08
H -20.39 -3.85 -18.88
H -22.42 -5.63 -18.21
C -18.97 -5.17 -26.86
O -17.64 -5.44 -26.39
H -19.58 -4.74 -26.07
H -18.81 -4.55 -27.74
H -19.41 -6.12 -27.20
H -17.73 -5.91 -25.55
C -15.20 -3.76 -21.81
C -14.77 -4.95 -20.88
C -15.32 -6.20 -21.60
C -14.60 -7.45 -21.17
C -13.12 -7.26 -21.46
C -12.50 -6.17 -20.57
N -13.31 -4.94 -20.76
O -12.91 -3.91 -19.87
C -12.46 -6.62 -19.11
C -11.09 -5.84 -21.10
C -15.56 -4.84 -19.56
H -14.46 -3.64 -22.60
H -15.25 -2.84 -21.22
H -16.20 -3.95 -22.19
H -16.36 -6.38 -21.31
H -15.31 -6.06 -22.68
H -15.00 -8.34 -21.67
H -14.75 -7.71 -20.12
H -13.02 -6.92 -22.50
H -12.60 -8.22 -21.41
H -11.80 -7.47 -18.99
H -11.97 -5.81 -18.56
H -13.45 -6.79 -18.70
H -10.39 -6.65 -20.93
H -11.09 -5.50 -22.13
H -10.69 -5.01 -20.51
H -15.86 -5.81 -19.14
H -16.52 -4.36 -19.77
H -15.03 -4.34 -18.75
H -12.65 -3.22 -20.49
C -20.50 -9.23 -28.72
C -19.20 -9.56 -28.00
C -19.23 -9.14 -26.53
C -20.12 -9.95 -25.58
C -19.63 -11.39 -25.64
C -19.57 -11.97 -27.09
N -18.96 -11.00 -28.01
O -18.75 -11.52 -29.30
C -18.60 -13.15 -26.93
C -20.95 -12.46 -27.54
C -18.03 -8.75 -28.62
H -21.34 -9.91 -28.58
H -20.34 -9.17 -29.80
H -20.90 -8.22 -28.54
H -18.25 -9.12 -26.06
H -19.60 -8.11 -26.53
H -21.15 -9.83 -25.92
H -20.03 -9.59 -24.55
H -20.26 -11.99 -24.97
H -18.67 -11.55 -25.13
H -17.57 -12.81 -26.76
H -18.89 -13.87 -26.17
H -18.51 -13.74 -27.86
H -20.96 -12.59 -28.62
H -21.22 -13.40 -27.06
H -21.73 -11.74 -27.30
H -18.05 -8.84 -29.71
H -17.10 -9.19 -28.27
H -18.17 -7.71 -28.33
H -17.94 -12.03 -29.22
C -21.55 -6.55 -25.04
C -22.67 -5.72 -24.38
C -23.94 -6.08 -25.19
C -25.21 -5.62 -24.49
C -25.31 -6.28 -23.12
C -24.11 -6.04 -22.21
N -22.88 -6.21 -23.01
O -21.73 -6.06 -22.22
C -24.11 -4.67 -21.51
C -24.24 -7.12 -21.11
C -22.28 -4.25 -24.46
H -21.76 -7.63 -24.95
H -20.60 -6.55 -24.48
H -21.33 -6.31 -26.07
H -23.93 -5.40 -26.05
H -23.97 -7.12 -25.51
H -26.10 -5.81 -25.08
H -25.09 -4.54 -24.38
H -25.58 -7.33 -23.16
H -26.14 -5.67 -22.71
H -23.16 -4.29 -21.15
H -24.43 -3.91 -22.22
H -24.87 -4.59 -20.73
H -23.43 -7.01 -20.39
H -25.17 -6.96 -20.57
H -24.29 -8.16 -21.44
H -22.89 -3.56 -23.88
H -22.34 -3.87 -25.49
H -21.25 -4.14 -24.13
H -21.35 -6.94 -22.12
C -23.60 -11.39 -25.29
C -23.94 -11.22 -23.79
C -25.35 -10.56 -23.82
C -26.10 -10.74 -22.51
C -26.19 -12.22 -22.22
C -24.84 -12.83 -22.00
N -23.98 -12.56 -23.18
O -22.72 -13.17 -23.04
C -24.25 -12.38 -20.64
C -25.00 -14.34 -21.91
C -22.89 -10.33 -23.14
H -23.69 -10.46 -25.86
H -24.23 -12.07 -25.86
H -22.59 -11.78 -25.36
H -25.27 -9.50 -24.08
H -26.02 -11.01 -24.56
H -27.07 -10.24 -22.44
H -25.61 -10.21 -21.68
H -26.84 -12.60 -23.02
H -26.78 -12.39 -21.31
H -24.87 -12.80 -19.84
H -23.28 -12.86 -20.52
H -24.13 -11.31 -20.50
H -25.28 -14.63 -20.89
H -25.79 -14.76 -22.55
H -24.17 -14.97 -22.23
H -23.02 -10.28 -22.06
H -23.22 -9.30 -23.33
H -21.85 -10.40 -23.45
H -22.25 -12.64 -22.36
O -15.82 -12.53 -23.88
H -16.62 -12.61 -24.41
H -15.79 -11.58 -23.64
O -22.68 -7.84 -16.30
H -23.18 -8.65 -16.42
H -21.94 -7.93 -16.92
O -20.39 -12.23 -21.18
H -19.62 -12.03 -20.64
H -20.51 -11.44 -21.73
*
```

The HOMO-LUMO gap comes out at 0.3102 hartree. For the energy, the calculation gives -3177.3939 Ha.

Here are the Mulliken charges for atoms 1 to 99, given in e: -0.82 0.88 -0.90 1.39 -0.89 0.32 -0.46 -0.58 -0.12 -0.70 0.88 1.15 -0.59 -0.12 -0.56 0.33 -0.27 0.31 0.29 0.13 -0.59 0.02 0.41 -0.25 0.41 -2.04 1.97 -0.83 -0.50 -1.39 1.62 0.36 -0.51 -1.77 -1.98 -1.79 0.46 0.46 0.37 0.02 0.40 0.22 0.29 0.30 0.51 0.41 0.42 0.36 0.38 0.39 0.43 0.32 0.50 0.31 0.36 -1.65 2.01 -0.37 0.95 -0.94 2.17 0.58 -0.58 -2.16 -1.82 -1.69 0.22 0.44 0.30 0.53 -1.09 0.08 -0.62 0.48 -0.53 0.46 0.38 0.54 0.35 0.48 0.12 0.42 0.42 0.22 0.37 -1.92 2.00 -1.05 -0.99 -1.10 1.66 1.55 -0.62 -1.96 -1.72 -2.00 -0.37 0.42 0.37

no.,strongest force on any atom (Eh/bohr)
1,0.0259
2,0.0468